Entry 1:
A 16-piece molecular cluster, H32O16 overall, computed with ωB97M-V/def2-TZVPD.

Geometry (Å):
O (2.1987, 2.3177, 3.2803)
H (1.0558, 2.9609, -0.9554)
O (-1.7972, -1.3918, -1.0664)
H (0.6068, 3.8342, -4.9085)
H (-1.2644, 0.4547, 2.1847)
O (-1.9950, 1.0736, 2.0127)
H (-3.1607, -5.0057, -0.9169)
H (-0.0820, 0.6287, -2.3436)
H (1.6305, 1.5915, -1.1747)
O (-2.0707, 2.5517, -2.9045)
H (1.9130, 0.9191, -5.2914)
O (-0.7187, 0.1987, -2.9125)
H (0.2100, -2.0635, 4.9485)
H (-0.0603, -4.8876, 3.4109)
H (-1.9202, -1.9796, -1.8139)
O (0.9349, 3.4920, -4.0743)
H (-3.7960, -2.9015, 1.7162)
H (2.8499, 2.8909, 3.7140)
H (0.7758, 3.8660, -3.2124)
H (-4.4493, 2.7033, 0.6590)
H (-1.9245, -4.0432, -1.0523)
H (4.9443, -0.5783, 2.2669)
H (-0.2238, 1.1039, 0.2866)
H (-2.8026, 2.0717, -2.5024)
O (0.8951, -4.8382, 3.2250)
H (5.9924, -0.0720, 0.2241)
H (-3.8891, 3.8527, -0.3092)
H (1.3603, 1.1088, 0.8221)
O (5.8193, -0.9913, -0.0252)
H (-1.2841, 2.0445, -2.7847)
O (-2.2854, -4.9307, -1.3026)
O (-0.5948, -2.5603, 4.7301)
H (-0.4649, 0.1655, -3.8296)
H (-2.5646, 0.4257, 1.5603)
H (5.2073, -1.0553, -0.7622)
O (-4.1235, -2.9905, 2.6328)
O (1.1828, 0.3016, -5.3548)
H (-0.9001, -1.0585, -1.1245)
O (4.7479, 0.3501, 2.1157)
O (1.4719, 2.4054, -1.6424)
H (3.8039, 0.5986, 2.1492)
H (-0.9253, -3.2154, 5.3476)
H (1.0552, -3.9108, 3.4401)
H (-4.7238, -2.2365, 2.6078)
O (0.6896, 0.8070, 0.1817)
H (1.4540, 2.9102, 3.1175)
O (-4.1811, 3.6261, 0.5920)
H (1.4025, -0.5440, -4.9613)

Calculated values
Orbital gap = 0.3873 Ha
Total charge = 0
M = 288.240 g mol⁻¹

Now the Löwdin charges, all in e: -0.059 0.060 -0.063 0.045 0.037 -0.060 0.027 0.018 -0.008 -0.057 0.041 -0.042 0.050 0.033 0.026 -0.067 0.034 0.054 0.010 0.025 0.029 0.038 0.050 0.033 -0.075 0.030 0.039 0.064 -0.072 -0.040 -0.068 -0.060 0.034 0.042 0.032 -0.065 -0.045 0.004 -0.073 -0.064 0.024 0.044 0.008 0.031 -0.056 0.042 -0.068 0.038



Entry 2:
A 16-piece molecular cluster, H33O16 overall, computed with ωB97M-V/def2-TZVPD.

Geometry (Å):
O (-1.1636, -0.1787, -2.8411)
H (4.3002, -3.8093, 1.7074)
H (-1.9089, 3.3769, -3.2881)
O (1.4821, 1.4724, -1.5867)
O (1.1588, -1.0840, -3.9630)
H (-3.3839, -0.8950, -0.6999)
O (-2.0362, -1.3665, 2.3008)
H (-0.0773, 1.2477, -3.5294)
H (-3.1116, 3.3444, 4.3372)
H (0.2832, 2.5999, 1.7004)
H (1.5520, 1.2921, -3.3327)
O (3.2634, 1.7725, -3.3533)
H (-3.5000, -3.1422, 0.0930)
H (-0.9773, 4.3848, -2.7604)
H (-3.1474, 1.9605, 3.7143)
O (-2.6171, 2.6155, 4.2248)
H (-2.2060, -1.2868, 3.3027)
H (1.8026, -0.9045, 2.0952)
H (-0.9238, -0.2055, -1.9468)
H (0.7007, 1.8696, -1.2467)
O (1.5754, -0.9741, 1.0895)
H (2.0244, -0.2286, 0.7392)
H (-2.6606, -1.0457, 0.6187)
O (0.1884, 3.5797, 1.5633)
O (-2.5654, -0.7345, -0.2998)
H (1.0639, 0.1925, -4.2588)
H (-1.2202, -1.3832, 1.9800)
H (-0.3497, -2.7875, 0.2771)
H (-2.1310, 1.4352, 1.8097)
H (-1.2278, 1.8588, 3.0390)
H (3.9427, 1.9425, -3.9533)
H (0.3987, -1.3851, -4.3319)
O (-1.2522, 1.2529, 2.2483)
H (3.3845, 2.0133, -2.3531)
O (0.0655, -2.6189, 1.0847)
H (-2.8371, -4.4621, 0.1853)
O (-3.4191, -3.8998, 0.6305)
H (2.8199, -3.6201, 1.7436)
O (2.5242, -0.6493, 3.6425)
H (3.4512, -0.7735, 3.4328)
O (-1.0834, 3.4295, -2.9260)
H (2.0727, -1.4866, 3.6771)
H (-2.0935, -0.5403, -2.8438)
H (1.4464, 0.7634, -0.6983)
H (1.0678, -1.1385, -3.0459)
O (0.7039, 1.3274, -4.0999)
O (3.5978, -3.8188, 2.0859)
H (0.7348, 3.9113, 2.2044)
H (0.2879, -3.2235, 1.8313)

Calculated values
Spin multiplicity = 2
Orbital gap (alpha / beta) = 0.3831 / 0.1332 Ha
Expectation value of S² = 0.7580
Total charge = +2
M = 289.248 g mol⁻¹

Now the Löwdin charges, all in e: -0.024 -0.105 -0.008 -0.085 0.154 0.029 0.177 0.030 0.003 0.042 0.146 -0.056 -0.012 0.077 0.071 0.014 0.188 0.041 -0.005 0.027 -0.093 -0.004 0.006 0.043 -0.021 0.116 -0.049 0.040 0.124 0.084 0.040 0.055 0.102 0.122 -0.002 0.016 0.016 -0.045 -0.011 0.079 -0.008 0.044 0.109 0.175 0.065 0.008 0.153 0.014 0.120



Entry 3:
A 17-piece molecular cluster, H33O17 overall, computed with ωB97M-V/def2-TZVPD.

Geometry (Å):
H (-1.8578, 0.1164, 0.1318)
H (1.6393, 4.0669, 1.5336)
O (0.1322, -2.5794, -2.9315)
H (-1.6702, -2.6063, -1.6823)
O (0.8573, -0.8880, -4.7759)
H (3.6258, -2.5301, 1.5053)
H (-1.7916, 1.7114, 0.3469)
H (1.4354, 0.3908, -0.6517)
H (-0.7285, 3.1871, 2.7356)
H (-2.9421, -3.4366, -1.3259)
H (1.1655, -1.4229, -2.0497)
H (0.1135, -1.4980, 1.5141)
H (-3.9682, 1.7991, -1.2330)
O (2.3193, -3.6975, -2.2405)
H (2.8328, -4.5237, 0.4994)
O (-2.0449, 0.9842, -0.2190)
H (1.4326, -3.2250, -2.5078)
H (0.1730, -0.2574, -4.5265)
H (3.2423, -1.4216, 2.4690)
H (3.5765, -1.0931, -1.0344)
H (4.7506, -2.0958, -1.1409)
H (-2.9888, 4.5753, -1.3096)
H (2.6773, -3.2256, -0.3646)
O (-3.7043, 4.5912, -0.6734)
O (1.8469, -0.7102, -1.9982)
O (2.6228, -3.5890, 0.5204)
H (-5.4757, 1.6131, -1.4235)
O (-0.3338, 3.9555, 3.1687)
O (0.2122, -2.1382, 2.2280)
H (-3.6169, 3.5586, 2.2095)
O (2.2688, 4.7000, 1.8730)
O (3.8071, -2.1902, 2.4215)
O (-2.8053, 3.4945, 1.7069)
H (-4.3834, 3.9380, -0.8421)
O (-4.7260, 2.1214, -1.7338)
H (-1.1365, 4.4903, 3.0775)
H (2.4124, 0.3190, 0.5955)
H (3.1093, -3.3736, -2.6739)
H (0.7497, -1.5762, -4.0305)
H (1.7626, -0.2662, -2.8440)
O (4.5180, -1.2156, -0.8448)
O (-2.1558, -3.0322, -0.9593)
H (2.2899, 4.5586, 2.8133)
H (-0.0511, -3.3194, -3.5087)
O (-3.9979, -0.3578, 4.3763)
O (1.6361, 0.7454, 0.2332)
H (-3.9433, -1.3174, 4.3911)
H (1.0630, -2.5299, 1.9941)
H (-3.1026, 3.7828, 0.8263)
H (-3.7682, -0.1009, 5.2600)

Calculated values
Orbital gap = 0.3228 Ha
Total charge = -1
M = 305.247 g mol⁻¹

Now the Löwdin charges, all in e: 0.037 0.011 -0.362 -0.005 -0.140 -0.009 0.013 -0.008 0.019 0.013 0.028 0.015 0.016 -0.137 0.065 -0.035 -0.020 0.018 0.005 -0.012 0.023 0.065 0.001 -0.044 -0.077 -0.050 0.047 -0.071 -0.064 0.048 -0.064 -0.099 -0.055 0.015 -0.050 0.024 0.010 0.021 -0.025 0.045 -0.056 -0.077 0.013 -0.009 -0.051 -0.078 0.035 -0.002 -0.006 0.016



Entry 4:
H34MnO17 as an isolated structure, computed with ωB97M-V/def2-TZVPD.

Geometry (Å):
H (-3.9236, 2.0677, -2.4925)
H (-1.4071, -1.1695, 1.9797)
H (-3.5334, -1.7760, -1.8603)
O (0.5893, -3.5555, -1.1118)
H (1.7181, -0.8667, -4.0577)
H (-1.5080, -3.6621, 2.8658)
H (4.4039, 0.5143, 0.5398)
H (-0.0646, 0.4732, 5.4435)
H (-1.1518, 2.9894, -0.4123)
H (1.0477, 1.0655, -4.0135)
O (1.2608, 1.6491, -3.2854)
O (-4.0170, 0.7932, 0.9918)
H (0.8614, -2.1095, 0.0897)
H (-1.2506, -1.2734, -1.8654)
H (1.1082, -3.1104, -1.7818)
H (-1.4615, 4.1695, 2.4706)
H (1.5135, 1.5885, -1.6354)
H (2.5210, 1.3719, -0.5264)
O (3.6930, -2.5797, 0.1240)
H (0.5181, 0.8384, 2.7349)
H (0.7645, 2.2485, 2.2420)
Mn (-0.0239, 0.3648, 0.0643)
H (-4.1121, 0.4178, 0.1165)
O (-0.5660, 4.1799, 2.1328)
H (3.0574, -0.9895, -3.3627)
H (-2.7529, -3.0142, -2.2470)
O (-2.7551, -2.2830, -1.6293)
O (-0.5879, -0.6136, -1.6614)
H (0.5212, -0.8530, 5.0078)
O (1.2023, -1.3001, 0.4702)
O (0.6333, 1.3514, 1.9350)
O (4.0617, 1.3479, 0.2170)
H (-2.0483, 1.9432, -1.0397)
H (0.0104, -0.6355, -2.4083)
H (-4.3432, 1.6890, 0.9055)
O (-1.1993, 2.0544, -0.6118)
H (3.9724, -2.9544, -0.7113)
H (-2.3406, -0.3459, 1.1183)
H (0.3984, -4.4148, -1.4878)
O (-1.0020, -2.8496, 2.8621)
H (-4.4079, 2.9276, -1.3445)
O (2.1307, -1.2081, -3.2644)
H (1.7756, 2.3512, -3.6834)
O (-4.0453, 2.0643, -1.5430)
H (4.5058, -2.3008, 0.5457)
H (4.2833, 1.9795, 0.9012)
O (-1.4133, -0.4840, 1.3117)
H (-0.9385, -2.6023, 3.7846)
H (-0.0626, 4.6442, 2.8016)
H (2.1487, -1.3520, 0.3367)
O (1.6372, 1.1309, -0.8038)
O (0.5791, 0.0890, 4.8482)

Calculated values
Spin multiplicity = 6
Orbital gap (alpha / beta) = 0.3330 / 0.4267 Ha
Expectation value of S² = 8.7518
Total charge = +2
M = 361.193 g mol⁻¹

Now the Löwdin charges, all in e: 0.067 0.042 0.061 -0.024 0.035 0.066 0.059 0.054 0.083 0.054 -0.014 -0.031 0.025 0.027 0.025 0.048 0.013 0.020 -0.019 0.034 0.055 0.843 0.023 -0.036 0.062 0.069 -0.015 -0.041 0.039 -0.051 -0.039 -0.007 0.028 0.049 0.046 -0.028 0.058 0.042 0.068 -0.018 0.071 -0.022 0.085 -0.028 0.056 0.076 -0.041 0.047 0.051 0.034 -0.077 -0.026



Which of these has the highest M?
H34MnO17